# 1
Computed, not measured: the ion C8H13N4 with charge +1 in a non-equilibrium geometry, with ωB97M-V/def2-TZVPD.

```
25
C8H13N4, DFT ωB97M-V/def2-TZVPD
C 3.171 1.029 0.989
N 2.383 0.634 0.081
C 1.303 -0.290 0.039
N 1.617 -1.534 -0.326
C 0.936 -2.779 -0.161
N 0.045 0.177 0.096
N -0.963 -0.670 0.298
C -2.087 -0.014 0.024
C -3.326 -0.819 0.299
C -1.751 1.305 -0.449
C -0.377 1.435 -0.355
C 0.490 2.578 -0.720
H 4.100 1.704 0.847
H 3.002 0.788 1.959
H 2.650 -1.487 -0.547
H 1.082 -3.113 0.833
H 1.440 -3.537 -0.834
H -0.182 -2.608 -0.240
H -4.031 -0.692 -0.452
H -3.030 -1.807 0.487
H -3.722 -0.447 1.261
H -2.395 2.170 -0.520
H 1.002 3.002 0.012
H 1.194 2.258 -1.380
H -0.157 3.506 -1.004
```

Energy   -531.32630 hartree
Gap between HOMO and LUMO   9.21 eV
Highest occupied orbital energy   -13.181 eV
Net charge   +1

Atom charges from the natural (NBO) analysis, given in e for atoms 1 to 5:
1 C 0.09
2 N -0.45
3 C 0.71
4 N -0.49
5 C -0.44

# 2
Computed, not measured: a structure of composition C8H13N4O2 in a non-equilibrium geometry, with ωB97M-V/def2-TZVPD.

```
27
C8H13N4O2, DFT ωB97M-V/def2-TZVPD
C 0.807 1.330 -0.433
C 1.686 -0.171 0.968
C -1.258 -1.519 0.209
C -2.087 0.417 1.524
C -1.403 1.565 0.661
C -1.172 -0.797 1.505
C -2.396 -2.531 0.097
C 2.909 0.921 -2.444
N 1.937 0.621 -0.220
N 0.491 0.229 1.413
N -0.020 1.173 0.572
N 2.834 0.250 -1.206
O 2.491 -0.872 1.452
O -0.450 -1.441 -0.683
H 0.515 1.964 -1.320
H -2.267 0.802 2.514
H -3.088 0.289 1.116
H -1.798 1.801 -0.241
H -1.537 2.497 1.189
H -0.839 -1.442 2.319
H -2.629 -2.820 -0.930
H -3.215 -2.175 0.667
H -1.830 -3.456 0.482
H 2.020 0.880 -3.031
H 2.965 2.064 -2.378
H 3.714 0.508 -3.003
H 3.619 -0.084 -0.796
```

Energy   -681.76045 hartree
Gap between HOMO and LUMO   7.95 eV
Highest occupied orbital energy   -12.293 eV
Net charge   +1

Atom charges from the natural (NBO) analysis, given in e for atoms 1 to 5:
1 C 0.29
2 C 0.73
3 C 0.52
4 C -0.47
5 C -0.20

# 3
Computed, not measured: the ion C8H13N4O2 with charge +1 in a non-equilibrium geometry, with ωB97M-V/def2-TZVPD.

```
27
C8H13N4O2, DFT ωB97M-V/def2-TZVPD
C -1.039 4.353 0.011
C -0.662 3.471 1.180
O -0.842 1.993 0.942
C 0.177 1.170 0.785
O 1.267 1.610 0.610
C -0.062 -0.299 0.762
N 1.037 -1.224 1.162
C 0.553 -1.200 -0.244
C 1.493 -0.773 -1.290
N -0.027 -2.399 -0.563
C -0.343 -3.018 -1.772
N -0.917 -4.189 -1.587
C -1.022 -4.231 -0.238
N -0.516 -3.250 0.375
H -0.659 4.035 -0.897
H -2.164 4.523 -0.116
H -0.578 5.318 0.193
H -1.413 3.621 1.934
H 0.225 3.630 1.570
H -0.979 -0.578 1.275
H 1.916 -0.828 1.202
H 0.829 -1.968 1.789
H 2.184 -1.659 -1.492
H 2.068 0.185 -1.105
H 0.933 -0.656 -2.178
H 0.061 -2.490 -2.615
H -1.521 -5.146 0.307
```

Energy   -681.81806 hartree
Gap between HOMO and LUMO   11.05 eV
Highest occupied orbital energy   -14.314 eV
Net charge   +1

Atom charges from the natural (NBO) analysis, given in e for atoms 1 to 5:
1 C -0.64
2 C -0.04
3 O -0.49
4 C 0.76
5 O -0.59

# 4
Computed, not measured: a cluster of 3 separate species, C8H13N4O3 in total in a non-equilibrium geometry, with ωB97M-V/def2-TZVPD.

```
28
C8H13N4O3, DFT ωB97M-V/def2-TZVPD
C -0.295 -1.839 1.066
C -1.577 -1.881 0.692
C 0.062 0.445 0.299
C 0.484 -0.725 0.817
C 3.954 1.996 -0.931
C -3.564 1.755 -0.572
C -2.243 -0.744 0.189
C -1.638 0.468 -0.028
N -3.894 3.131 -0.741
N -2.208 1.616 -0.413
N 1.963 -0.702 1.043
N 3.148 -2.484 -0.513
O 3.198 1.296 -0.406
O 4.695 2.617 -1.499
O -4.340 0.883 -0.511
H 0.207 -2.624 1.543
H -2.208 -2.729 0.741
H 0.628 1.349 0.147
H -3.322 -0.645 -0.030
H -3.405 3.753 -0.118
H -4.873 3.198 -1.006
H -1.678 2.448 -0.701
H 2.150 -1.142 1.867
H 2.446 0.127 0.974
H 2.550 -1.280 0.273
H 3.201 -3.315 -0.044
H 4.086 -2.128 -0.859
H 2.471 -2.843 -1.279
```

Energy   -757.15442 hartree
Gap between HOMO and LUMO   8.45 eV
Highest occupied orbital energy   -11.385 eV
Net charge   +1

Atom charges from the natural (NBO) analysis, given in e for atoms 1 to 5:
1 C -0.30
2 C -0.12
3 C -0.23
4 C 0.09
5 C 1.05

# 5
Computed, not measured: a structure of composition C8H13N4O4Pd, with ωB97M-V/def2-TZVPD.

```
30
C8H13N4O4Pd, DFT ωB97M-V/def2-TZVPD
Pd -0.090 0.153 -0.106
N 1.960 0.009 0.024
C 2.518 0.682 1.225
C 2.294 2.186 1.162
C 0.836 2.621 1.255
N 0.063 2.231 0.038
H 2.104 -0.999 0.072
H 2.448 0.329 -0.809
H 3.582 0.458 1.308
H 2.020 0.256 2.096
H 2.743 2.590 0.246
H 2.839 2.648 1.985
H 0.776 3.701 1.392
H 0.354 2.148 2.111
H 0.519 2.622 -0.784
H -0.851 2.669 0.067
O -4.012 -4.078 0.041
C -4.634 -2.914 0.010
O -5.828 -2.796 0.007
C -3.781 -1.681 -0.019
C -4.315 -0.409 -0.040
N -3.292 0.459 -0.063
N -2.114 -0.180 -0.070
C -2.398 -1.480 -0.039
C -1.237 -2.429 -0.025
O -1.409 -3.626 0.016
O -0.076 -1.835 -0.043
H -3.033 -3.990 0.028
H -5.346 -0.098 -0.038
H -3.345 1.463 -0.095
```

Energy   -960.35810 hartree
Gap between HOMO and LUMO   8.98 eV
Highest occupied orbital energy   -12.955 eV
Net charge   +1

Atom charges from the natural (NBO) analysis, given in e for atoms 1 to 5:
1 Pd 0.90
2 N -0.76
3 C -0.23
4 C -0.44
5 C -0.23

# 6
Computed, not measured: the ion C8H13N4S with charge +1 in a non-equilibrium geometry, with ωB97M-V/def2-TZVPD.

```
26
C8H13N4S, DFT ωB97M-V/def2-TZVPD
C -1.023 0.784 2.108
C -1.392 -0.164 -0.071
C 0.429 1.411 0.351
C -0.516 -1.059 -0.744
C 0.895 0.586 -1.813
C -2.818 -0.821 1.800
C 1.929 2.719 -0.971
C 0.778 -3.379 -1.070
N 0.399 -0.657 -1.565
N -0.073 1.664 1.579
N -1.686 0.041 1.275
N 0.956 1.680 -0.786
S -0.787 -2.792 -0.362
H -1.370 0.944 3.118
H 1.985 0.399 -2.015
H 0.473 1.020 -2.700
H -3.574 -0.927 1.025
H -2.307 -1.718 2.184
H -3.271 -0.366 2.770
H 1.845 3.516 -1.758
H 2.109 3.239 -0.043
H 2.911 2.181 -1.133
H 1.497 -2.624 -0.910
H 0.924 -3.657 -2.100
H 1.178 -4.256 -0.407
H 0.508 2.235 2.240
```

Energy   -929.34969 hartree
Gap between HOMO and LUMO (spin up / spin down)   7.27 / 7.28 eV
Highest occupied orbital energy (spin up / spin down)   -11.703 / -11.705 eV
Net charge   +1

Atom charges from the natural (NBO) analysis, given in e for atoms 1 to 5:
1 C 0.27
2 C 0.10
3 C 0.46
4 C 0.04
5 C -0.05

# 7
Computed, not measured: a cluster of 2 separate species, C8H13N6 in total in a non-equilibrium geometry, with ωB97M-V/def2-TZVPD.

```
27
C8H13N6, DFT ωB97M-V/def2-TZVPD
C -2.120 -0.520 1.624
C 1.508 1.406 0.418
C -3.001 0.514 1.557
C 2.585 1.873 -0.278
C -1.002 -0.158 0.744
C 1.313 0.088 -0.006
C 0.374 -2.233 0.470
C 0.229 -0.742 0.387
N -2.486 1.497 0.761
N 3.160 0.894 -1.031
N -1.373 1.118 0.257
N 2.424 -0.183 -0.790
N -0.126 1.651 -2.136
N -0.806 -2.986 0.692
H -2.444 -1.480 2.029
H 0.850 1.929 1.038
H -3.803 0.870 2.230
H 3.150 2.824 -0.097
H 0.981 -2.488 1.396
H 0.976 -2.678 -0.296
H -1.005 1.275 -0.695
H 2.783 -0.965 -1.463
H -0.722 2.380 -2.477
H 0.796 2.055 -2.282
H -0.234 0.895 -2.829
H -1.562 -2.922 -0.053
H -0.446 -3.911 0.831
```

Energy   -640.83701 hartree
Gap between HOMO and LUMO   7.42 eV
Highest occupied orbital energy   -13.144 eV
Net charge   +1

Atom charges from the natural (NBO) analysis, given in e for atoms 1 to 5:
1 C -0.17
2 C -0.20
3 C -0.09
4 C -0.10
5 C 0.01

# 8
Computed, not measured: an isolated molecule of C8H13NO2 in a non-equilibrium geometry, with ωB97M-V/def2-TZVPD.

```
24
C8H13NO2, DFT ωB97M-V/def2-TZVPD
C 0.194 0.212 -1.375
C 0.089 1.185 -0.498
C 0.455 -1.205 -0.871
C 0.762 -0.153 1.414
C -0.118 0.302 -2.915
C 0.085 2.591 -0.420
C 1.086 -2.561 1.174
C -1.557 -0.247 1.834
N 0.714 -1.344 0.459
O 0.515 -2.214 -1.581
O -0.226 -0.046 2.341
H 1.714 0.310 1.874
H 0.032 -0.672 -3.316
H 0.633 0.967 -3.253
H -1.112 0.728 -3.053
H -0.363 3.155 -1.250
H 1.191 2.870 -0.162
H -0.427 2.826 0.512
H 1.878 -2.285 1.880
H 0.196 -2.926 1.828
H 1.539 -3.410 0.493
H -1.858 -1.353 2.126
H -1.612 0.023 0.820
H -2.151 0.333 2.457
```

Energy   -517.70008 hartree
Gap between HOMO and LUMO (spin up / spin down)   8.64 / 8.64 eV
Highest occupied orbital energy (spin up / spin down)   -7.958 / -7.958 eV
Net charge   0

Atom charges from the natural (NBO) analysis, given in e for atoms 1 to 5:
1 C -0.21
2 C 0.09
3 C 0.67
4 C 0.33
5 C -0.64

# 9
Computed, not measured: a structure of composition C8H13NO3STi in a non-equilibrium geometry, with ωB97M-V/def2-TZVPD.

```
27
C8H13NO3STi, DFT ωB97M-V/def2-TZVPD
C -1.533 1.348 -1.534
C -2.141 0.441 -0.643
C -1.687 -0.907 -0.988
C -0.890 -0.838 -2.127
C -0.641 0.600 -2.536
Ti -0.072 0.399 -0.131
N 0.782 0.828 -2.255
C -1.055 0.006 2.338
C -1.772 -1.110 2.264
H -2.030 -1.794 -0.471
H -2.802 0.668 0.193
H -0.626 -1.663 -2.772
H -0.846 0.828 -3.586
H -1.704 2.420 -1.615
H -2.650 -1.185 1.623
H -0.324 0.179 3.147
H 1.499 1.224 -2.858
H -1.573 -1.983 2.889
H -1.440 0.962 1.935
C 3.540 0.023 0.524
S 1.954 -0.150 1.320
O 1.126 -1.057 0.354
O 2.002 -0.635 2.661
O 1.235 1.216 1.111
H 4.086 -0.934 0.597
H 4.086 0.788 1.104
H 3.477 0.327 -0.542
```

Energy   -1840.64967 hartree
Gap between HOMO and LUMO (spin up / spin down)   4.20 / 3.82 eV
Highest occupied orbital energy (spin up / spin down)   -1.407 / -1.029 eV
Net charge   -1
Spin multiplicity   2

Atom charges from the natural (NBO) analysis, given in e for atoms 1 to 5:
1 C -0.50
2 C -0.44
3 C -0.36
4 C -0.28
5 C -0.10